1.
The following is a quantum chemistry calculation of 6 unconnected molecules or ions with the total composition C31H39ClN6OP, from the Open Molecules 2025 dataset.

* lowest unoccupied orbital energy: 0.0577 Eh
* HOMO level: -4.02 eV
* net charge: -1
* multiplicity: 1

The geometry in XYZ format:
```
79
C31H39ClN6OP, DFT ωB97M-V with the def2-TZVPD basis set
C 3.62 5.12 -0.76
C 4.57 4.87 0.41
P 6.05 3.73 0.00
C 7.33 5.15 -0.22
C 8.64 4.71 0.32
N 9.77 5.24 0.00
C 4.87 2.07 0.17
C 4.70 1.64 1.53
O 5.45 1.03 2.22
Cl 3.11 2.15 2.32
H 4.18 5.28 -1.69
H 3.05 6.04 -0.59
H 2.91 4.31 -0.89
H 4.01 4.44 1.23
H 4.93 5.84 0.76
H 6.39 3.63 1.43
H 7.14 2.81 -0.27
H 5.72 3.73 -1.43
H 7.06 6.06 0.32
H 7.44 5.42 -1.27
H 8.61 3.90 1.05
H 10.52 4.77 0.51
H 5.43 1.27 -0.32
H 3.92 2.22 -0.35
N 7.88 1.62 -2.51
C 8.81 1.08 -1.73
C 9.43 -0.13 -2.00
C 9.06 -0.83 -3.14
C 8.08 -0.28 -3.96
C 7.53 0.94 -3.60
H 9.07 1.66 -0.85
H 10.19 -0.52 -1.33
H 9.51 -1.78 -3.38
H 7.75 -0.79 -4.85
H 6.76 1.41 -4.21
N 1.36 -1.88 0.69
C 1.30 -0.72 1.34
C 0.10 -0.12 1.71
C -1.09 -0.75 1.40
C -1.04 -1.95 0.72
C 0.20 -2.47 0.39
H 2.23 -0.23 1.58
H 0.12 0.83 2.24
H -2.04 -0.31 1.68
H -1.95 -2.47 0.45
H 0.28 -3.42 -0.14
N -4.36 -3.48 0.63
C -5.67 -3.55 0.41
C -6.41 -4.71 0.50
C -5.75 -5.88 0.84
C -4.39 -5.84 1.06
C -3.74 -4.62 0.95
H -6.15 -2.61 0.15
H -7.48 -4.69 0.31
H -6.29 -6.82 0.91
H -3.83 -6.73 1.32
H -2.67 -4.54 1.12
N -4.27 0.59 2.67
C -4.39 1.74 3.32
C -5.62 2.30 3.67
C -6.77 1.61 3.33
C -6.66 0.41 2.65
C -5.39 -0.06 2.35
H -3.47 2.25 3.56
H -5.66 3.24 4.20
H -7.74 2.01 3.59
H -7.53 -0.16 2.37
H -5.25 -1.00 1.82
N -8.85 -3.90 -1.80
C -9.36 -2.89 -2.49
C -10.63 -2.90 -3.06
C -11.41 -4.04 -2.89
C -10.89 -5.10 -2.17
C -9.61 -4.98 -1.65
H -8.72 -2.02 -2.60
H -10.99 -2.05 -3.61
H -12.40 -4.09 -3.32
H -11.46 -6.01 -2.02
H -9.17 -5.80 -1.08
```

2.
The following is a quantum chemistry calculation of a molecular structure, C8H13N2O2S at a distorted geometry, from the Open Molecules 2025 dataset.

* lowest unoccupied orbital energy: -0.1321 Eh
* HOMO level: -13.29 eV
* net charge: +1
* energy above the lowest of the compared OMol25 structures with the same formula, charge and spin: 14.8 kcal/mol
* multiplicity: 1

The geometry in XYZ format:
```
26
C8H13N2O2S, DFT ωB97M-V with the def2-TZVPD basis set
C 1.21 1.62 -0.15
C 0.50 -0.74 1.39
C 2.57 1.17 0.18
C 2.54 -0.35 -0.02
C 0.46 0.45 -0.85
C 1.05 -0.72 -0.05
C -1.93 -0.09 -0.08
C -2.25 -1.36 -0.80
N -0.83 -0.68 1.46
N -0.98 0.80 -0.75
O 0.57 2.59 0.16
O 1.20 -0.85 2.37
S -3.25 0.86 0.62
H 3.32 1.67 -0.44
H 2.79 1.45 1.21
H 3.03 -0.64 -0.95
H 3.03 -0.87 0.80
H 0.76 0.37 -1.89
H 0.88 -1.69 -0.50
H -2.73 -2.06 -0.12
H -1.36 -1.83 -1.19
H -2.94 -1.16 -1.62
H -1.30 -0.59 2.35
H -0.91 1.75 -0.23
H -1.35 1.03 -1.68
H -4.09 -0.15 0.80
```

3.
The following is a quantum chemistry calculation of 2 unconnected molecules or ions with the total composition C5H13N3O2 at a distorted geometry, from the Open Molecules 2025 dataset.

* lowest unoccupied orbital energy: 0.0222 Eh
* HOMO level: -8.65 eV
* SMILES: CCN=C(N)N.CC(=O)O
* energy above the lowest of the compared OMol25 structures with the same formula, charge and spin: 57.3 kcal/mol
* multiplicity: 1

The geometry in XYZ format:
```
23
C5H13N3O2, DFT ωB97M-V with the def2-TZVPD basis set
C 1.79 2.30 -2.57
C 2.41 2.51 -1.21
O 2.60 1.22 -0.70
O 2.85 3.41 -0.61
H 0.85 1.84 -2.35
H 2.29 1.55 -3.14
H 1.59 3.20 -3.20
C -0.21 -1.96 1.38
C -0.65 -2.60 2.76
C -1.56 -0.35 0.07
N -1.01 -0.77 1.19
N -2.02 1.04 0.16
N -1.78 -0.85 -1.19
H 0.89 -1.64 1.59
H -0.24 -2.66 0.64
H 0.09 -3.25 3.15
H -1.76 -2.73 2.57
H 2.70 1.21 0.32
H -2.12 1.35 1.03
H -2.88 1.09 -0.17
H -1.85 -0.11 -1.90
H -1.42 -1.87 -1.41
H -0.56 -1.90 3.59
```

4.
The following is a quantum chemistry calculation of 2 unconnected molecules or ions with the total composition C3H10NO at a distorted geometry, from the Open Molecules 2025 dataset.

* lowest unoccupied orbital energy: 0.1632 Eh
* HOMO level: -2.18 eV
* net charge: -1
* energy above the lowest of the compared OMol25 structures with the same formula, charge and spin: 49.2 kcal/mol
* multiplicity: 1

The geometry in XYZ format:
```
15
C3H10NO, DFT ωB97M-V with the def2-TZVPD basis set
C -1.67 2.02 -0.21
O -1.09 1.05 -0.99
H -1.51 1.93 0.90
H -2.82 2.08 -0.38
H -1.44 3.09 -0.48
C 1.66 -0.17 0.50
N 1.45 -1.43 -0.23
C -0.02 -1.88 -0.10
H 1.41 -0.53 1.53
H 1.06 0.70 0.28
H 2.74 0.10 0.44
H 1.49 -1.15 -1.25
H -0.71 -2.47 -0.91
H 0.01 -2.41 0.82
H -0.55 -0.94 0.07
```